# 1
Here is one molecule with the formula C11H18N4O3 from the Open Molecules 2025 dataset. Energies are from ωB97M-V with the def2-TZVPD basis set.

Structure (XYZ):
```
36
C11H18N4O3 (ωB97M-V with the def2-TZVPD basis set)
O -2.59 -2.53 0.63
O -0.53 -2.23 1.53
O 2.29 -1.37 -1.68
N 0.08 -1.47 -1.06
N -3.25 1.50 -0.63
N 1.45 -0.32 1.35
N -5.03 0.86 0.41
C -4.46 -0.25 -0.14
C 4.20 -0.15 0.09
C -4.26 1.92 0.11
C 3.24 2.20 0.44
C 1.38 -0.93 -1.02
C -1.50 -2.00 0.59
C 1.68 0.21 0.01
C -1.12 -0.96 -0.39
C 3.04 0.84 -0.26
C -2.18 -0.60 -1.42
C -3.35 0.16 -0.80
H 0.81 0.91 -0.16
H 2.56 3.01 0.10
H -4.53 2.92 0.54
H 0.06 -2.40 -1.57
H -4.91 -1.19 0.07
H 1.52 0.50 1.98
H 4.25 -0.38 1.21
H -5.90 1.01 0.96
H 3.11 2.07 1.55
H 3.15 1.04 -1.31
H 0.14 -1.51 1.47
H 4.35 2.48 0.38
H -2.66 -1.54 -1.79
H 2.23 -0.95 1.58
H -0.80 -0.09 0.12
H -1.79 -0.04 -2.23
H 4.15 -1.02 -0.54
H 5.18 0.28 -0.15
```

The charge is 0. For the HOMO energy, the calculation gives -8.748 eV. Its multiplicity is 1. The SMILES is CC(C)[C@H](N)C(=O)N[C@@H](Cc1c[nH]cn1)C(=O)O.

=====

# 2
Here is an isolated ion of composition C2H8N3 and charge +1 from the Open Molecules 2025 dataset. Energies are from ωB97M-V with the def2-TZVPD basis set.

Structure (XYZ):
```
13
C2H8N3 (ωB97M-V with the def2-TZVPD basis set)
N 0.44 -0.16 -0.54
N -0.88 -0.25 1.33
N -0.04 0.35 2.17
C 0.78 0.05 -1.93
C -0.68 -0.44 0.04
H -1.75 -0.59 1.73
H 1.27 0.28 -0.02
H 1.14 -0.83 -2.41
H 1.56 0.73 -2.02
H 0.22 1.20 1.59
H -1.40 -0.96 -0.44
H -0.53 0.42 3.06
H -0.13 0.20 -2.56
```

The charge is +1. For the HOMO energy, the calculation gives -13.846 eV. Its multiplicity is 1. The SMILES is C/[NH+]=C/NN.

=====

no.,maximum force (eV/A)
1,3.126
2,4.681